76
Properties=species:S:1:pos:R:3:forces:R:3 method="wB97M-V/def2-TZVPD" molar_mass_da=520.462 spin_multiplicity=2 total_energy_ev=-61770.9592 gap_ha="0.323 / 0.157" homo_energy_ha="-0.3330 / -0.3330"
P 0.02157 0.02945 1.29313 1.2 -1.6 0.8
F 1.56015 -0.38808 0.84158 -0.4 -1.2 1.0
F -0.34969 -0.31139 -0.27247 -0.4 1.0 -0.6
F -0.40681 -1.53265 1.63204 0.4 1.4 0.1
F -1.53082 0.54963 1.48717 1.5 -0.2 0.2
F 0.45362 0.23632 2.87656 -0.9 -0.6 -1.4
F 0.59233 1.49001 0.97904 -1.5 1.2 -0.5
C 2.56432 -3.86771 1.60641 -0.5 -0.2 0.6
C 2.99802 -4.87226 2.71697 -0.3 1.5 -0.7
O 3.33088 -6.04917 2.06553 0.7 -1.7 -0.7
H 1.70620 -4.27309 1.07033 0.2 -0.4 -0.2
H 3.38239 -3.71165 0.90320 0.0 0.0 0.0
H 2.16512 -2.89834 1.90484 0.4 0.1 0.6
H 2.20336 -5.10245 3.42665 -0.1 0.4 0.1
H 3.90900 -4.55969 3.22735 -0.3 0.6 0.4
H 4.25729 -6.21512 2.25474 -0.1 -0.3 -0.2
C -3.21457 -2.48728 2.96282 0.8 -3.0 -1.8
C -4.22005 -3.11202 3.95768 1.8 0.4 -2.7
O -4.41689 -2.05491 4.77876 -1.4 1.4 2.6
H -2.75612 -3.25597 2.34070 0.3 -0.7 0.1
H -2.33774 -2.06528 3.45394 -0.5 0.5 0.0
H -3.64570 -1.98121 2.09903 -0.4 1.1 0.8
H -3.77700 -3.97525 4.45431 -0.2 -0.1 0.1
H -5.10075 -3.38150 3.37473 -0.3 -0.3 0.3
H -3.84878 -1.36444 4.42933 -0.3 0.7 0.6
O 0.24523 -1.84377 5.08767 -0.1 -0.1 0.6
H 1.08508 -1.71052 4.64819 0.2 0.0 -0.3
H -0.38483 -1.36102 4.55268 -0.2 0.0 -0.5
O 0.15273 0.94770 5.68085 -0.3 0.4 -0.2
H -0.10004 1.29199 6.53747 0.0 0.3 0.2
H 0.16208 -0.00235 5.79728 0.3 -0.7 0.1
O -2.28010 1.80217 -1.94135 -0.2 0.2 -0.2
H -2.00310 1.61314 -1.04481 0.0 -0.2 0.5
H -1.47294 1.76602 -2.45459 0.1 -0.1 -0.1
O -0.76814 -3.61368 -0.47021 0.2 -0.4 -0.2
H -0.70992 -3.11762 0.34635 0.0 0.2 0.3
H -0.93037 -2.95159 -1.14218 -0.2 0.2 -0.1
O 1.22331 2.76993 3.48393 0.2 0.7 0.2
H 1.09418 1.84357 3.68747 -0.2 -0.2 0.2
H 1.75372 2.76890 2.68713 0.0 0.0 -0.2
O -3.32354 -1.45894 -0.51406 0.0 -0.3 -0.2
H -3.84876 -0.73335 -0.85156 -0.2 0.2 -0.1
H -2.76098 -1.05965 0.14951 0.3 0.1 0.3
O -2.82704 0.36050 4.33722 -0.3 -0.2 0.1
H -2.06206 0.38866 4.91188 0.4 0.2 0.3
H -2.63929 1.00615 3.65594 0.1 0.1 -0.3
C 2.50580 3.79142 -3.12350 1.4 -1.4 -0.3
C 1.06090 3.32492 -2.89699 -2.8 2.9 -0.5
C 0.02859 3.85482 -3.99129 1.8 -0.2 -2.4
C 0.20887 2.99421 -5.25220 -1.1 0.1 0.6
C -0.21785 1.62029 -4.83176 0.5 -1.4 -1.9
C 0.80462 0.93754 -3.89788 -3.9 -1.6 -1.0
N 0.87628 1.84378 -2.78425 3.3 0.7 2.3
O 1.59389 1.36460 -1.68721 -0.8 1.4 -1.9
C 0.14250 -0.43794 -3.47206 0.9 0.5 0.5
C 2.13630 0.67788 -4.51796 1.9 1.0 -0.3
C 0.53137 4.07409 -1.66507 0.8 -1.0 1.7
H 2.94731 3.39776 -4.03903 -0.3 0.5 -0.4
H 3.21197 3.36662 -2.41008 -0.4 -0.3 0.6
H 2.72181 4.85327 -3.00558 -0.9 0.1 -0.4
H -1.04641 3.89181 -3.81484 0.2 -0.5 1.0
H 0.23919 4.88200 -4.28902 0.5 0.2 0.6
H 1.22718 2.91800 -5.63346 0.0 0.4 0.1
H -0.43478 3.27392 -6.08621 0.1 0.5 0.1
H -0.27938 1.07072 -5.77106 0.5 -0.7 0.0
H -1.25166 1.46445 -4.52344 0.0 0.7 0.7
H 0.06422 -1.11567 -4.32216 0.2 0.3 -0.2
H 0.79727 -0.91630 -2.74367 -0.2 -0.2 0.1
H -0.86104 -0.33240 -3.05994 0.1 0.2 0.1
H 2.16329 -0.01371 -5.36003 -0.6 -0.5 0.5
H 2.54337 1.57579 -4.98288 0.0 0.2 0.2
H 2.85796 0.41095 -3.74592 0.0 -0.4 -0.1
H -0.53964 3.91978 -1.53379 0.1 0.1 0.1
H 0.79820 5.12933 -1.60703 -0.3 0.1 -1.0
H 1.08728 3.73404 -0.79132 -0.4 -0.5 0.3
H 0.93803 0.89183 -1.16957 -0.5 -1.2 1.0

92
Properties=species:S:1:pos:R:3:forces:R:3 method="wB97M-V/def2-TZVPD" charge=-1 molar_mass_da=1005.182 e_above_lowest_ev=1.294 total_energy_ev=-269924.1057 gap_ha=0.178 homo_energy_ha=-0.1330
Rb -0.26183 -0.32574 0.29100 0.1 -0.3 0.2
Se -2.55006 -2.45750 -1.69398 0.3 0.4 0.5
P -2.21255 -0.94353 -3.20085 0.0 -1.1 1.0
Se -0.92972 0.71667 -2.88950 0.7 0.5 0.1
C -3.85285 -0.30935 -3.57989 -0.6 -0.9 -0.6
C -4.80181 -1.24685 -3.99780 -1.0 0.8 -0.3
C -6.11762 -0.82457 -4.27873 0.5 0.1 1.2
C -6.48022 0.51690 -3.99322 0.3 -0.7 -0.5
C -5.50552 1.44159 -3.60461 -0.9 -0.2 0.1
C -4.20389 0.99882 -3.39869 0.6 1.3 0.6
C -1.71943 -1.92421 -4.63093 0.3 0.1 -1.3
C -0.91230 -3.06311 -4.53869 -0.2 0.1 -0.2
C -0.50833 -3.75080 -5.69012 0.1 -0.2 0.7
C -0.96346 -3.35806 -6.93863 -0.6 0.0 -0.1
C -1.83340 -2.27284 -7.02435 -0.2 0.5 0.2
C -2.15074 -1.50513 -5.89314 0.4 -0.5 -0.1
H -4.48873 -2.27710 -4.04191 -0.2 -0.2 -0.2
H -6.88533 -1.57325 -4.51365 0.4 0.4 -0.1
H -7.53518 0.79904 -4.07745 0.5 0.1 -0.1
H -5.83225 2.47048 -3.39888 0.4 -0.4 -0.1
H -3.40272 1.63928 -2.98401 -0.7 0.0 -0.5
H -0.67380 -3.40572 -3.54217 0.3 -0.2 0.0
H 0.11113 -4.64858 -5.58650 -0.2 0.4 0.0
H -0.72204 -3.94582 -7.82921 0.0 0.3 0.3
H -2.30801 -2.01887 -7.96704 0.3 0.1 0.0
H -2.71327 -0.57516 -5.95185 -0.1 -0.3 -0.3
N 3.19890 5.24996 3.80564 -0.6 -0.4 -0.2
C 2.32234 4.23917 3.48400 0.6 0.9 0.4
O 1.82210 3.55205 4.34795 -0.2 0.0 -0.7
C 2.12636 4.12441 2.01049 0.0 -0.1 -1.7
C 2.29590 5.15846 1.05165 -0.4 -0.2 1.2
C 2.12540 4.85294 -0.29236 0.4 0.4 -0.2
C 2.00133 3.52491 -0.70972 -0.6 0.6 1.6
N 1.87206 2.52547 0.18566 -0.3 1.1 -0.1
C 1.85166 2.86271 1.49269 0.2 -0.9 -0.1
H 3.30069 5.37288 4.78836 0.5 0.3 0.4
H 3.73173 5.75759 3.12293 0.0 0.0 0.2
H 2.46744 6.19796 1.39982 -0.2 -0.7 -0.5
H 2.11445 5.66820 -1.02225 0.1 -0.4 0.2
H 1.87455 3.33388 -1.75697 0.2 -0.5 -0.4
H 1.64719 2.03825 2.18930 0.3 0.2 -0.1
N 2.87873 -0.24324 -0.12069 0.2 0.8 -0.4
C 3.46070 -0.73033 -1.26516 -1.7 0.5 -0.2
S 4.53671 -1.98127 -1.26217 0.2 0.1 0.1
N 2.88783 -0.11600 -2.37825 -0.4 0.6 1.3
C 3.06364 -0.42285 -3.71960 1.2 -1.0 -0.3
C 3.36057 -1.73427 -4.15742 -0.3 0.6 0.5
C 3.68717 -1.92006 -5.48209 0.7 -1.0 -0.3
C 3.65861 -0.86882 -6.38587 0.1 -0.8 -1.1
C 3.28068 0.37329 -5.94540 -0.3 1.6 -0.5
C 3.07938 0.63734 -4.61210 -0.6 -0.6 1.1
H 3.17076 -0.66701 0.74579 0.3 0.0 0.3
H 2.60585 0.76656 -0.09379 0.2 -1.2 0.1
H 2.24650 0.69395 -2.21497 0.8 -1.3 0.0
H 3.39747 -2.55052 -3.43924 -0.1 0.3 -0.3
H 4.04949 -2.91774 -5.81920 -0.5 0.8 0.3
H 3.90661 -1.08296 -7.44847 -0.3 0.4 0.9
H 3.09610 1.22305 -6.59748 0.4 -0.3 -0.4
H 2.88005 1.60654 -4.14001 0.0 -0.1 -0.8
C 1.06119 -3.70328 8.87733 -0.7 -0.9 -0.4
C 1.38979 -2.97020 7.61729 0.1 -0.2 -0.1
C 1.18084 -1.60863 7.49759 0.3 0.7 -0.6
C 1.50506 -0.94046 6.29970 0.3 -1.6 -0.5
C 1.40029 0.53648 6.23060 1.1 0.1 0.9
C 2.00436 -1.70117 5.17037 -1.4 1.4 1.7
Se 2.16160 -0.81742 3.52843 0.3 0.5 -1.2
C 2.22727 -3.05679 5.34010 1.1 -0.4 -0.3
C 2.95755 -3.80793 4.24341 -1.6 -0.8 0.0
C 1.93757 -3.67555 6.55301 -0.2 0.6 -0.1
H 0.93947 -3.03325 9.71832 0.2 0.1 0.3
H 1.84510 -4.46271 9.03509 -0.4 0.3 0.4
H 0.08256 -4.23132 8.75327 0.7 0.2 0.2
H 0.80636 -1.04325 8.37190 0.2 -0.2 -0.6
H 1.03006 0.82486 7.20579 -0.3 0.6 0.2
H 0.79198 0.91201 5.43607 -0.4 0.2 -0.5
H 2.41783 0.97661 6.11836 -0.7 -0.2 -0.1
H 2.41574 -3.68914 3.28261 0.4 0.0 0.5
H 2.93844 -4.87342 4.51539 0.3 0.1 -0.2
H 3.97177 -3.47814 4.10045 0.4 0.3 0.0
H 2.14309 -4.72433 6.68494 0.1 -0.3 -0.1
N -7.26409 3.80930 2.18728 2.0 -1.3 -0.3
C -6.29502 3.17362 2.03087 -3.0 1.6 0.6
C -5.09804 2.45260 1.84259 1.8 -0.2 -0.7
C -4.43290 1.82194 2.90379 0.1 0.0 -0.5
C -3.18610 1.25583 2.65565 -1.1 0.7 -1.9
N -2.63471 1.27657 1.42315 0.6 0.2 0.7
C -3.20146 1.94814 0.42599 -1.6 0.0 1.3
C -4.47116 2.54190 0.58592 0.0 0.0 -0.3
H -4.89781 1.77469 3.87087 0.0 0.0 0.3
H -2.62861 0.78038 3.41236 0.5 -0.6 0.8
H -2.64446 1.99357 -0.48220 0.1 0.0 -0.7
H -4.99859 3.05742 -0.24253 0.6 -0.4 0.6

84
Properties=species:S:1:pos:R:3:forces:R:3 method="wB97M-V/def2-TZVPD" charge=+1 molar_mass_da=677.473 e_above_lowest_ev=0.000 total_energy_ev=-108568.0190 gap_ha=0.195 homo_energy_ha=-0.3998
O -1.64793 -0.04004 2.94761 -1.2 -0.7 -0.9
V -2.29606 -1.15428 2.03810 3.6 1.2 -0.3
O -3.50375 -0.53348 1.27207 -0.3 0.0 0.1
O 0.48731 -3.99472 1.28542 -0.8 -0.4 0.0
V -0.55920 -3.55452 0.20187 0.4 2.9 -0.8
O 0.16209 -3.68915 -1.16984 -0.1 -0.2 0.2
C 1.57610 -0.62912 0.03401 -0.2 -1.4 -0.3
C 0.11380 -0.34123 0.25706 0.1 1.7 -0.8
O -0.64022 -1.41918 0.76074 -2.0 -1.8 1.4
H 1.64120 -1.61056 -0.45887 0.0 0.2 -0.3
H 2.17940 -0.79641 0.92306 -0.1 0.6 0.2
H 1.96964 0.11110 -0.65954 0.2 0.1 0.2
H -0.30606 0.00390 -0.70175 0.0 -0.7 -0.2
H -0.02648 0.58751 0.82899 0.0 -0.5 0.7
C 6.36578 1.14292 -2.53861 0.0 0.2 0.0
O 4.98111 1.19160 -2.79369 0.3 0.2 0.0
C 4.32167 -0.04121 -2.68760 -0.3 1.0 0.1
C 3.06747 0.06380 -3.53910 0.2 -1.7 0.7
O 2.10892 1.03500 -3.20178 0.6 0.3 0.1
C 1.17893 1.15483 -4.25944 0.3 -1.1 -0.3
H 6.85720 0.47274 -3.25212 0.1 -0.2 0.3
H 6.55175 0.87020 -1.49424 0.2 -0.2 -0.1
H 6.78066 2.13569 -2.70322 -0.2 0.1 0.0
H 4.11160 -0.30017 -1.63758 -0.1 0.2 0.0
H 4.92000 -0.87879 -3.07288 0.0 0.1 -0.2
H 2.62664 -0.93683 -3.34889 -0.3 0.1 -0.8
H 3.41291 0.15554 -4.57369 -0.3 0.1 -0.1
H 0.75572 0.15938 -4.47911 -0.3 0.1 0.2
H 1.68508 1.40221 -5.19977 -0.1 0.6 0.1
H 0.40440 1.84448 -3.95629 0.0 0.2 -0.2
C 2.34243 -2.00582 3.66302 0.4 -0.4 -0.5
O 1.43117 -2.97760 4.15397 0.0 0.0 0.1
C 0.14739 -2.50568 4.32226 -1.2 0.5 0.7
C -0.05224 -1.57794 5.53054 0.7 0.1 -0.8
O -1.43470 -1.34266 5.62056 0.0 -0.6 0.2
C -1.75006 -0.39972 6.61553 -0.5 0.7 0.3
H 2.69589 -2.35403 2.68715 0.0 0.1 0.0
H 3.21827 -1.94410 4.30789 -0.1 0.1 0.2
H 1.88228 -1.02499 3.53510 0.0 0.1 0.1
H -0.55346 -3.32513 4.51707 0.3 -0.3 -0.3
H -0.22718 -1.90979 3.46674 0.2 -0.3 -0.3
H 0.47505 -0.63274 5.33632 0.0 0.0 0.3
H 0.40010 -2.07013 6.39884 -0.3 0.1 0.2
H -2.79780 -0.49247 6.90258 0.0 -0.2 -0.2
H -1.61926 0.62306 6.24224 0.2 -0.1 0.0
H -1.16374 -0.52575 7.52909 0.2 -0.1 -0.1
C -3.74881 -2.72599 -0.74581 0.0 -0.1 -0.8
O -2.57877 -2.94262 -0.35658 0.8 -0.9 1.1
N -4.81628 -3.41835 -0.43195 -0.1 0.0 0.5
C -6.11993 -2.83768 -0.75196 -0.2 0.6 -0.3
C -4.77500 -4.54029 0.50235 0.5 -0.1 -0.5
H -3.92350 -1.93995 -1.48532 0.1 0.2 0.2
H -6.91408 -3.57183 -0.84076 0.2 -0.3 0.1
H -6.05060 -2.30283 -1.69849 0.0 -0.1 0.0
H -6.39915 -2.09446 -0.00234 0.0 -0.2 0.1
H -5.28630 -4.27073 1.42307 -0.1 -0.2 0.0
H -5.18237 -5.42174 0.00933 -0.5 0.1 0.2
H -3.73777 -4.81136 0.68592 0.0 0.2 0.2
C 3.62684 2.71326 3.76446 -0.3 -0.2 -0.3
O 3.96414 3.50979 4.60489 0.1 0.1 0.2
N 3.37090 2.98828 2.46120 0.0 -0.3 0.0
C 3.04482 1.94588 1.50186 0.6 0.8 0.3
C 3.52560 4.30472 1.92521 0.4 1.0 -0.1
H 3.44406 1.64222 3.98611 0.1 0.0 0.1
H 2.35841 2.39710 0.78545 -0.4 -0.5 0.1
H 2.65988 1.09181 2.05002 -0.2 -0.1 -0.3
H 3.93492 1.66669 0.92741 0.0 -0.2 0.0
H 4.26996 4.33186 1.12325 -0.1 -0.2 -0.1
H 2.58324 4.71613 1.55408 0.0 -0.2 -0.1
H 3.89352 5.00136 2.67569 -0.1 -0.2 0.3
C -3.84881 1.67250 -4.79852 -0.1 -0.5 -0.4
C -4.04120 2.91342 -5.26500 0.3 0.0 -0.6
C -3.29835 4.09291 -4.68944 -0.1 0.1 0.9
O -3.56224 5.23188 -4.97470 -0.1 -0.1 -0.4
C -2.28779 3.76747 -3.67043 0.0 0.1 -0.3
C -2.18823 2.54475 -3.15466 1.0 -0.3 -0.2
C -2.96669 1.37333 -3.68398 -0.9 0.7 0.3
O -2.91703 0.28983 -3.12945 0.4 -0.1 0.1
O -1.21651 2.26901 -2.26531 -0.2 0.1 0.5
O -4.80009 3.20303 -6.32687 0.2 0.2 0.1
H -4.35807 0.85374 -5.29770 0.0 -0.1 0.3
H -1.62939 4.56933 -3.36669 -0.1 0.0 0.2
H -1.38753 1.42625 -1.82196 -0.2 -0.2 -0.3
H -4.91560 2.41551 -6.87216 -0.3 0.0 0.1

7
Properties=species:S:1:pos:R:3:forces:R:3 method="wB97M-V/def2-TZVPD" charge=+1 molar_mass_da=99.012 e_above_lowest_ev=0.000 total_energy_ev=-12616.1784 gap_ha="0.344 / 0.344" homo_energy_ha="-0.6630 / -0.6677"
C 0.04773 0.44787 -0.01189 2.5 0.0 3.8
O 0.06382 -1.60023 -1.49450 1.4 -1.2 -2.4
O 0.68509 0.18203 1.17585 -2.1 0.7 -3.1
O -0.46755 -1.15812 -0.57116 -2.4 -0.6 2.5
F 0.70256 0.65216 -1.05864 1.3 1.0 -0.4
F -1.03530 1.06981 0.09795 -1.4 0.4 -0.3
H 0.00365 0.40647 1.86240 0.8 -0.3 -0.1

11
Properties=species:S:1:pos:R:3:forces:R:3 method="wB97M-V/def2-TZVPD" molar_mass_da=90.151 smiles="[H]/N=C(/N)SC" e_above_lowest_ev=0.465 total_energy_ev=-15986.3339 gap_ha=0.356 homo_energy_ha=-0.3287
H 0.83913 2.49736 1.01346 -1.6 0.1 -1.1
N 0.00102 2.37375 0.35946 1.8 0.6 1.0
C -0.06941 1.14139 0.09243 0.5 -0.1 1.3
N -0.90437 0.59880 -0.79215 -2.9 -1.8 -1.4
S 0.86102 -0.05133 0.95788 1.1 -0.8 0.9
C 0.58901 -1.65762 0.12277 1.6 0.7 -1.0
H -1.67210 1.19058 -1.03704 -0.1 0.9 -0.5
H -1.37586 -0.28056 -0.51009 1.0 0.7 -0.2
H 0.48357 -1.39964 -0.95406 0.2 -0.6 0.6
H 1.54211 -2.25797 0.27955 -1.4 0.7 -0.2
H -0.29411 -2.15477 0.46780 -0.3 -0.4 0.3